Formula: C5H8N2
Source: the OMol25 dataset
Level of theory: the ωB97M-V functional and the def2-TZVPD basis

```
15
Properties=species:S:1:pos:R:3
C 0.177 1.442 -0.139
C 2.050 0.032 0.496
C -1.449 -0.255 0.130
C 3.122 -0.785 -0.100
C -2.935 -0.709 0.219
N 1.185 0.617 -0.093
N -1.153 1.008 -0.063
H 0.239 2.476 -0.157
H 3.953 -0.704 0.482
H 2.621 -1.843 -0.134
H 3.500 -0.538 -1.028
H -2.874 -1.388 -0.724
H -3.063 -1.277 1.212
H -3.614 0.175 0.109
H -1.758 1.749 -0.211
```

Results
Frontier orbital gap (alpha / beta) (eV): 7.748 / 7.749
ΔE to the lowest compared entry with this formula, charge and spin (kcal per mole): 135.85
LUMO level (alpha / beta) (eV): 0.535 / 0.535
Largest force on an atom (eV/A): 4.5
E (eV): -8289.10515



Formula: C2H4N4O
Source: the OMol25 dataset
Level of theory: the ωB97M-V functional and the def2-TZVPD basis

```
11
Properties=species:S:1:pos:R:3
C -0.066 1.329 -0.100
C -1.738 -0.072 -0.117
H 2.293 -0.493 1.076
H 2.374 -1.151 -0.937
H 0.556 2.263 -0.109
H -0.713 -1.546 0.665
N 1.852 -0.246 -0.060
N 0.404 -0.026 -0.014
N -1.362 1.333 -0.103
N -0.682 -0.930 -0.326
O -2.918 -0.459 0.024
```

Results
Frontier orbital gap (eV): 9.035
ΔE to the lowest compared entry with this formula, charge and spin (kcal per mole): 127.41
LUMO level (eV): -0.100
Largest force on an atom (eV/A): 5.9
E (eV): -10141.60973



Formula: C4H14NO5
Source: the OMol25 dataset
Level of theory: the ωB97M-V functional and the def2-TZVPD basis

```
24
Properties=species:S:1:pos:R:3
C 1.311 -1.072 2.191
N 0.508 0.170 2.179
C 1.335 1.191 1.547
C -0.815 -0.070 1.568
C -0.886 -0.554 0.103
O -1.562 0.152 -0.701
O -0.234 -1.575 -0.184
H 1.660 -1.341 1.195
H 0.672 -1.857 2.538
H 2.178 -0.964 2.845
H 0.976 2.209 1.721
H 1.584 1.127 0.482
H 2.293 1.164 2.065
H -1.260 -0.825 2.226
H -1.387 0.828 1.729
H -0.737 -1.681 -2.617
H -1.653 -0.606 -2.168
O -1.527 -1.225 -2.944
H -1.162 2.216 -0.227
H -0.861 3.030 -1.413
O -0.604 2.967 -0.487
H 1.684 -0.975 -1.846
H 1.990 0.495 -1.988
O 2.116 -0.343 -2.446
```

Results
Frontier orbital gap (eV): 8.387
Net charge: -1
ΔE to the lowest compared entry with this formula, charge and spin (kcal per mole): 27.78
LUMO level (eV): 3.555
Largest force on an atom (eV/A): 1.4
E (eV): -16104.81999



Formula: C6H12O
Source: the OMol25 dataset
Level of theory: the ωB97M-V functional and the def2-TZVPD basis

```
19
Properties=species:S:1:pos:R:3
C 0.250 0.562 -2.097
C -0.126 0.255 -0.633
O -1.527 0.473 -0.470
C 0.220 -1.293 -0.070
C -0.165 -1.193 1.432
C 0.028 0.399 1.750
C 0.541 1.057 0.471
H -0.054 -0.287 -2.720
H 1.326 0.706 -2.227
H -0.245 1.454 -2.523
H -1.985 0.115 -1.240
H -0.381 -1.979 -0.684
H 1.273 -1.643 -0.156
H -1.205 -1.552 1.564
H 0.449 -1.779 2.133
H 0.689 0.750 2.567
H -0.959 0.844 1.934
H 1.628 1.017 0.305
H 0.244 2.093 0.663
```

Results
Frontier orbital gap (eV): 10.788
SMILES: CC1(O)CCCC1
ΔE to the lowest compared entry with this formula, charge and spin (kcal per mole): 19.23
LUMO level (eV): 0.920
Largest force on an atom (eV/A): 1.4
E (eV): -8463.52018



Repeat the third record exactly.
Formula: C4H14NO5
Source: the OMol25 dataset
Level of theory: the ωB97M-V functional and the def2-TZVPD basis

```
24
Properties=species:S:1:pos:R:3
C 1.311 -1.072 2.191
N 0.508 0.170 2.179
C 1.335 1.191 1.547
C -0.815 -0.070 1.568
C -0.886 -0.554 0.103
O -1.562 0.152 -0.701
O -0.234 -1.575 -0.184
H 1.660 -1.341 1.195
H 0.672 -1.857 2.538
H 2.178 -0.964 2.845
H 0.976 2.209 1.721
H 1.584 1.127 0.482
H 2.293 1.164 2.065
H -1.260 -0.825 2.226
H -1.387 0.828 1.729
H -0.737 -1.681 -2.617
H -1.653 -0.606 -2.168
O -1.527 -1.225 -2.944
H -1.162 2.216 -0.227
H -0.861 3.030 -1.413
O -0.604 2.967 -0.487
H 1.684 -0.975 -1.846
H 1.990 0.495 -1.988
O 2.116 -0.343 -2.446
```

Results
Frontier orbital gap (eV): 8.387
Net charge: -1
ΔE to the lowest compared entry with this formula, charge and spin (kcal per mole): 27.78
LUMO level (eV): 3.555
Largest force on an atom (eV/A): 1.4
E (eV): -16104.81999